1.
Below is a structure of composition C13H17B3F17NO6, with properties calculated with ωB97M-V/def2-TZVPD.

Results
- Multiplicity: 1
- Orbital gap: 10.42 eV

```
57
Properties=species:S:1:pos:R:3:forces:R:3:mulliken_charge:R:1
C 3.704 4.133 1.754 0.26 -0.40 -0.67 -1.60
C 2.846 3.124 1.002 -0.22 0.93 0.29 0.72
O 3.560 2.502 -0.048 -0.01 0.02 0.07 -0.61
C 1.593 3.831 0.449 -0.04 -1.24 0.50 -0.93
B 0.374 2.863 0.373 0.55 -0.75 -1.21 0.16
O 0.166 1.811 1.255 -0.03 0.84 0.40 -0.55
B -1.068 2.068 1.859 -0.48 -1.47 0.80 0.88
N -1.208 2.004 3.303 0.18 -0.24 -0.36 -0.74
O -2.164 2.417 1.090 0.08 0.86 0.88 -0.23
B -1.742 3.358 0.187 0.13 -2.51 -0.90 0.62
F -2.272 4.508 0.090 -1.34 2.16 -0.25 -0.21
O -0.651 3.011 -0.567 0.74 1.21 -0.12 -0.38
H 4.728 3.787 1.738 0.34 -0.02 0.21 0.40
H 3.658 5.093 1.265 0.13 0.43 -0.18 0.36
H 3.368 4.250 2.771 -0.14 0.04 0.41 0.38
H 2.539 2.376 1.725 -0.14 -0.32 0.10 0.17
H 3.389 1.563 0.051 0.28 -0.13 -0.27 0.34
H 1.781 4.304 -0.501 0.22 0.27 -0.29 0.43
H 1.336 4.599 1.176 -0.28 0.35 0.06 0.41
H -0.547 1.339 3.682 0.23 -0.02 0.16 0.24
H -0.893 2.906 3.645 -0.40 0.15 0.44 0.24
C -0.106 -0.612 -3.222 -0.82 0.02 0.09 -0.89
C 0.851 -0.832 -2.041 0.05 -0.49 -0.49 0.84
C 1.749 0.343 -1.674 0.37 0.30 0.28 0.67
F 2.578 0.676 -2.676 -0.01 -0.09 0.31 -0.28
F 2.525 -0.003 -0.599 -0.27 -0.26 -0.13 -0.37
F 1.584 -1.941 -2.259 0.06 0.05 0.15 -0.31
F 0.075 -1.079 -0.942 0.02 0.30 0.00 -0.33
O 0.313 -1.116 -4.472 0.58 0.03 0.20 -0.43
C 1.132 -0.342 -5.257 -0.67 0.20 0.11 0.81
C 2.486 -1.013 -5.481 0.41 -0.20 -0.13 0.19
F 3.108 -1.223 -4.303 -0.04 -0.03 -0.16 -0.21
F 3.271 -0.208 -6.230 -0.10 0.05 -0.03 -0.26
F 1.264 0.897 -4.748 0.10 0.02 -0.34 -0.28
F 0.525 -0.213 -6.455 0.15 -0.03 -0.16 -0.31
H -0.999 -1.188 -2.986 0.06 -0.14 0.07 0.48
H -0.439 0.423 -3.290 0.23 0.09 0.07 0.43
H 1.151 1.213 -1.402 -0.07 0.01 -0.01 -0.30
H 2.358 -1.971 -5.990 -0.08 0.03 -0.02 0.25
C -1.658 -2.291 1.422 0.54 0.49 -0.29 -0.18
C -3.145 -2.049 1.123 0.19 -0.53 -0.21 0.87
C -4.041 -1.746 2.322 -0.41 0.25 0.16 0.14
F -4.063 -2.779 3.192 -0.17 0.27 -0.15 -0.24
F -5.310 -1.545 1.891 0.11 -0.01 -0.06 -0.28
F -3.634 -3.094 0.421 -0.10 0.07 0.03 -0.29
F -3.205 -0.961 0.302 0.02 0.20 0.20 -0.30
O -1.239 -3.638 1.513 -0.56 -0.15 0.15 -0.43
C -1.374 -4.294 2.710 0.44 0.54 -0.09 0.79
C -2.326 -5.481 2.592 -0.25 -0.39 -0.01 0.21
F -3.549 -5.070 2.201 0.13 -0.12 0.01 -0.21
F -2.454 -6.080 3.798 0.11 0.04 0.02 -0.27
F -1.745 -3.447 3.690 0.15 -0.32 0.17 -0.30
F -0.153 -4.768 3.040 -0.02 -0.21 0.09 -0.30
H -1.123 -1.900 0.561 -0.13 -0.12 -0.03 -0.09
H -1.311 -1.702 2.271 -0.23 -0.04 0.14 0.52
H -3.707 -0.843 2.842 0.06 -0.03 -0.03 0.24
H -1.948 -6.204 1.866 0.09 0.04 0.01 0.25
```
Positions in Å, forces in eV/Å.


2.
Below is a structure of composition C26H33O4Tc, with properties calculated with ωB97M-V/def2-TZVPD.

Results
- <S²>: 3.79
- Multiplicity: 4
- Relative energy (zero: lowest compared OMol25 entry of this formula, charge and spin): 100.1 kcal per mole
- Orbital gap (spin up / spin down): 3.08 / 5.33 eV
- Net charge: +1

```
64
Properties=species:S:1:pos:R:3:forces:R:3:lowdin_spin:R:1
O -2.464 2.982 -1.806 -2.03 1.50 -1.33 0.00
C -3.856 2.624 -1.530 0.02 -0.87 0.74 0.00
C -4.494 3.695 -2.392 1.06 -0.45 0.30 0.00
H -3.975 2.746 -0.453 -0.46 -0.26 -0.03 0.00
H -4.124 1.620 -1.872 0.34 0.03 0.23 0.00
C -3.015 4.059 -2.647 -0.23 1.15 -0.81 0.00
H -5.007 4.422 -1.741 -0.23 -0.22 -1.04 0.00
H -4.978 3.284 -3.293 -0.30 0.56 0.66 0.00
C -2.743 5.430 -2.063 0.66 0.05 0.02 0.00
H -3.027 5.467 -1.005 -0.23 -0.01 -0.27 0.00
H -3.267 6.216 -2.636 0.19 -0.37 0.28 0.00
H -1.673 5.623 -2.076 0.20 0.22 -0.15 0.00
C -2.522 3.874 -4.076 0.23 0.09 -0.03 0.00
H -2.692 2.850 -4.433 -0.12 0.18 0.19 0.00
H -1.438 4.034 -4.078 -0.09 0.05 -0.13 0.00
H -2.982 4.567 -4.800 0.11 -0.14 0.43 0.00
Tc 1.853 -0.557 0.299 -3.07 -3.61 2.72 0.70
C 2.582 -2.304 -0.665 -0.06 -1.61 -0.98 0.01
C 1.634 -3.221 -0.063 1.46 1.50 -0.80 0.04
C 0.346 -2.940 -0.579 -0.38 0.65 -1.34 0.04
H 1.919 -4.084 0.532 -0.18 0.46 0.38 0.01
C 0.466 -1.953 -1.590 0.48 -0.55 0.57 0.11
C 1.825 -1.479 -1.606 0.49 -0.51 -0.41 0.00
H 2.200 -0.801 -2.361 0.17 -0.50 -0.17 0.00
H 3.662 -2.421 -0.613 -0.33 -0.04 -0.12 0.00
H -0.561 -3.493 -0.341 0.27 0.26 0.07 0.00
H -0.271 -1.671 -2.340 0.14 0.08 0.61 0.00
C 3.798 0.030 1.006 0.07 0.27 0.57 0.00
C 3.645 0.307 -0.395 0.26 0.91 0.16 -0.01
C 2.589 1.266 -0.552 0.03 0.58 0.32 0.00
H 4.254 -0.120 -1.179 -0.14 0.01 0.03 0.00
C 2.070 1.554 0.762 1.05 0.74 0.16 0.06
C 2.856 0.836 1.720 0.55 0.86 -0.95 0.00
H 2.772 0.903 2.799 -0.34 -0.35 -0.28 0.00
H 4.503 -0.645 1.473 -0.04 0.07 -0.16 0.00
H 2.249 1.714 -1.479 -0.02 -0.10 0.19 0.00
H 1.249 2.216 1.008 -0.01 -0.15 -0.16 0.01
O -1.663 1.147 0.771 -0.44 -1.60 -0.11 0.00
C -1.289 0.892 -0.611 0.22 0.68 -0.20 0.01
C -2.146 -0.281 -1.161 0.91 -0.51 1.04 0.00
H -0.167 0.715 -0.644 -0.98 -0.08 -0.12 0.00
H -1.552 1.811 -1.179 1.10 -1.10 0.69 0.00
C -3.251 -0.305 -0.098 -0.51 0.96 -0.38 0.00
H -1.555 -1.194 -0.997 -0.61 0.19 -0.26 0.00
H -2.418 -0.222 -2.240 0.00 0.24 0.86 0.00
C -2.446 -0.037 1.186 0.58 -0.11 -0.29 0.00
H -3.942 -1.153 -0.171 0.41 0.02 0.36 0.00
H -3.828 0.627 -0.276 -0.02 -0.91 0.47 0.00
H -1.751 -0.883 1.458 -0.58 0.69 -0.37 0.00
H -3.045 0.186 2.085 0.24 0.25 -0.54 0.00
O -0.405 -2.939 2.212 0.26 0.45 0.02 0.17
C 0.658 -2.370 2.419 1.64 -1.60 0.68 0.12
O 0.967 -1.142 1.997 -0.34 1.38 -0.93 0.10
C 1.798 -3.036 3.132 -3.79 1.33 -1.55 0.47
C 2.828 -2.290 3.718 3.84 0.99 1.36 0.24
C 4.022 -2.915 4.059 -1.83 2.95 -0.29 0.10
C 4.143 -4.301 3.940 2.22 -0.27 0.25 0.45
C 3.053 -5.055 3.507 -3.47 -0.48 -1.15 0.13
C 1.839 -4.436 3.201 1.92 -3.96 0.46 0.19
H 2.686 -1.218 3.823 0.16 -0.23 0.18 0.01
H 4.831 -2.298 4.441 -0.03 -0.23 0.05 0.00
H 5.102 -4.761 4.172 -0.36 -0.05 0.03 0.02
H 3.162 -6.133 3.408 -0.20 0.20 0.14 0.00
H 0.982 -5.041 2.911 0.15 0.26 0.09 0.01
```
Positions in Å, forces in eV/Å.


3.
Below is a structure of composition C15H34B4F4N3O3V, with properties calculated with ωB97M-V/def2-TZVPD.

Results
- <S²>: 0.75
- Multiplicity: 2
- Relative energy (zero: lowest compared OMol25 entry of this formula, charge and spin): 0.0 kcal per mole
- Orbital gap (spin up / spin down): 4.48 / 4.11 eV
- Net charge: +1

```
64
Properties=species:S:1:pos:R:3:forces:R:3:lowdin_spin:R:1
O -0.208 -1.686 -1.233 -0.50 -0.38 -0.21 0.00
V 1.366 -1.665 -1.541 3.39 1.34 -3.93 0.00
O 1.742 -1.065 -3.049 -1.85 -1.06 4.55 0.00
B 2.650 2.381 -1.951 -1.16 -4.91 3.38 0.44
H 3.614 1.932 -2.135 4.49 -0.34 -1.64 0.10
H 1.851 1.782 -2.358 -3.45 -1.06 -2.05 0.05
H 2.530 2.598 -0.901 -0.72 1.69 3.73 0.04
H 2.676 3.332 -2.460 0.78 4.68 -3.30 0.29
B 3.323 -2.962 -0.878 0.21 0.57 0.23 0.00
H 3.187 -2.435 -1.810 0.02 1.89 -4.11 0.00
H 3.754 -2.239 -0.204 1.03 2.73 2.86 0.00
H 2.335 -3.307 -0.614 -4.51 -1.68 1.79 0.00
H 4.059 -3.749 -0.943 2.06 -3.13 -0.76 0.00
B 1.880 0.046 0.019 -0.18 0.13 -0.35 0.04
H 1.637 -0.924 0.423 -0.91 -3.79 1.94 0.01
H 2.779 -0.009 -0.577 3.46 -0.32 -2.53 0.02
H 1.058 0.420 -0.571 -3.34 1.40 -2.40 0.00
H 2.120 0.811 0.740 0.72 2.44 3.01 0.00
C -1.285 -6.825 0.727 -0.51 -0.66 0.44 0.00
C -1.210 -5.806 -0.344 2.50 3.48 0.81 0.00
O -0.322 -4.974 -0.365 -2.85 -2.03 -0.83 0.00
N -2.367 -5.668 -1.404 0.03 0.60 1.07 0.00
H -2.094 -6.185 -2.228 1.13 0.81 -1.29 0.00
H -3.152 -6.269 -1.196 -0.69 0.17 1.10 0.00
C -2.805 -4.172 -1.700 1.50 -1.39 -0.22 0.00
H -1.163 -7.801 0.257 -0.01 -0.26 0.40 0.00
H -2.163 -6.804 1.371 -0.77 -0.06 -0.77 0.00
H -0.552 -6.627 1.509 0.71 -0.03 -0.78 0.00
H -3.516 -4.303 -2.516 0.17 0.62 0.15 0.00
H -1.864 -3.678 -1.941 -0.07 -0.11 -0.80 0.00
H -3.128 -3.615 -0.820 -0.56 -0.94 0.23 0.00
C 2.083 6.974 4.386 -0.84 -0.50 0.05 0.00
N 1.219 6.030 3.572 1.87 -0.06 -1.25 0.00
C 1.816 5.346 2.525 -2.10 0.60 1.10 0.00
C 1.032 4.467 1.793 1.30 -1.22 -0.34 0.00
C -0.305 4.195 2.025 -0.19 1.09 1.65 0.00
C -0.866 5.069 3.027 -0.70 -1.66 -1.92 0.00
C -0.094 5.895 3.787 0.24 -0.09 0.53 0.00
C -1.068 3.056 1.366 0.95 -1.34 0.20 0.00
C -0.652 1.697 1.313 0.58 -0.89 -0.35 0.00
C -1.383 0.632 0.688 1.15 2.95 1.36 0.00
N -2.537 0.972 0.145 -0.56 -1.18 -1.85 0.00
C -2.941 2.249 0.013 1.03 1.09 1.97 0.00
C -2.236 3.281 0.708 -2.85 -0.71 -2.10 0.00
C -3.253 -0.127 -0.571 -1.81 0.35 0.04 0.00
H 1.469 7.734 4.868 -0.18 0.00 -0.44 0.00
H 2.789 7.435 3.695 0.06 -0.16 0.35 0.00
H 2.519 6.417 5.215 0.40 -0.11 -0.38 0.00
H 2.860 5.512 2.300 0.00 0.07 0.22 0.00
H 1.576 3.852 1.092 0.06 -0.02 -0.43 0.00
H -1.941 5.075 3.128 -0.04 -0.12 0.59 0.00
H -0.479 6.356 4.685 -0.14 0.42 -0.22 0.00
H 0.326 1.359 1.623 0.22 0.26 0.38 0.00
H -1.077 -0.394 0.543 0.53 -0.08 0.22 0.00
H -3.849 2.480 -0.525 0.01 -0.30 -0.04 0.00
H -2.732 4.235 0.603 0.34 0.33 0.14 0.00
H -3.182 -1.138 -0.169 1.17 0.38 0.35 0.00
H -3.043 -0.140 -1.641 0.22 0.19 0.19 0.00
H -4.309 0.059 -0.374 -0.15 0.33 -0.52 0.00
B 0.282 -3.775 -4.220 1.53 -1.69 -1.09 0.00
F -0.766 -4.698 -4.037 -1.47 -0.46 1.21 0.00
F 1.178 -3.805 -3.145 -0.01 0.34 1.86 0.00
F 0.989 -4.301 -5.285 0.45 0.04 -1.03 0.00
F -0.155 -2.535 -4.438 -1.21 1.73 -0.17 0.00
```
Positions in Å, forces in eV/Å.